{
  "formula": "C40H90AsBrF6N5",
  "method": "ωB97M-V/def2-TZVPD",
  "species": ["Br", "C", "C", "C", "N", "C", "C", "C", "C", "C", "H", "H", "H", "H", "H", "H", "H", "H", "H", "H", "H", "H", "H", "H", "H", "H", "H", "H", "C", "C", "C", "N", "C", "C", "C", "C", "C", "H", "H", "H", "H", "H", "H", "H", "H", "H", "H", "H", "H", "H", "H", "H", "H", "H", "H", "C", "C", "C", "N", "C", "C", "C", "C", "C", "H", "H", "H", "H", "H", "H", "H", "H", "H", "H", "H", "H", "H", "H", "H", "H", "H", "H", "C", "C", "C", "N", "C", "C", "C", "C", "C", "H", "H", "H", "H", "H", "H", "H", "H", "H", "H", "H", "H", "H", "H", "H", "H", "H", "H", "C", "C", "C", "N", "C", "C", "C", "C", "C", "H", "H", "H", "H", "H", "H", "H", "H", "H", "H", "H", "H", "H", "H", "H", "H", "H", "H", "As", "F", "F", "F", "F", "F", "F"],
  "coordinates": [[11.9102, 12.8696, 13.5122], [14.5628, 12.3696, 16.7565], [15.3850, 13.6676, 16.4905], [14.9969, 14.5261, 15.2099], [15.8779, 15.8054, 14.9249], [16.0861, 16.5840, 16.1806], [15.1610, 16.6408, 13.7670], [15.9082, 16.2735, 12.4534], [17.3264, 16.2354, 12.9174], [17.2561, 15.5690, 14.3005], [13.7291, 12.6042, 17.4184], [15.2566, 11.6815, 17.2394], [14.1645, 11.8548, 15.8823], [16.4227, 13.3342, 16.4936], [15.3565, 14.2801, 17.3917], [13.9398, 14.7848, 15.2700], [15.1085, 13.9040, 14.3219], [16.6982, 16.1106, 16.9482], [15.1059, 16.8961, 16.5410], [16.6495, 17.4762, 15.9073], [15.2570, 17.7063, 13.9760], [14.0979, 16.4146, 13.6840], [15.8069, 16.9066, 11.5719], [15.6918, 15.2600, 12.1156], [17.7074, 17.2556, 12.8716], [18.0320, 15.6472, 12.3306], [18.0546, 15.6986, 15.0311], [17.3669, 14.4912, 14.1822], [16.2749, 7.0669, 15.2880], [15.4730, 7.5997, 14.1494], [15.8575, 9.0670, 13.8503], [14.9667, 9.7777, 12.7997], [13.4914, 9.6500, 13.2106], [15.1571, 9.1564, 11.4639], [14.8189, 10.1364, 10.4325], [15.2126, 11.4047, 11.0513], [15.3439, 11.2416, 12.5354], [16.0049, 6.0392, 15.5308], [16.1515, 7.6266, 16.2152], [17.3303, 7.0524, 15.0157], [14.4140, 7.5536, 14.4035], [15.5612, 6.9644, 13.2681], [16.8578, 9.2117, 13.4423], [15.7894, 9.6690, 14.7564], [13.0445, 10.1580, 12.3560], [13.3389, 10.2739, 14.0912], [13.1445, 8.6187, 13.2758], [14.6726, 8.1853, 11.3615], [16.2116, 8.8976, 11.3673], [13.7386, 10.0336, 10.3307], [15.1612, 9.9965, 9.4071], [14.4329, 12.0961, 10.7317], [16.0997, 11.8488, 10.5997], [14.7579, 11.9267, 13.1480], [16.3945, 11.3604, 12.8005], [9.1192, 13.9156, 21.5524], [9.2861, 13.7716, 20.0568], [9.2620, 15.1230, 19.3185], [9.3070, 14.9633, 17.7371], [10.7009, 14.5001, 17.3323], [8.9646, 16.3810, 17.1460], [7.4135, 16.4533, 17.0917], [7.0241, 15.0883, 16.7640], [8.2076, 14.1442, 17.1369], [9.3672, 13.0086, 22.1039], [8.1949, 14.3769, 21.9001], [9.8805, 14.6599, 21.7860], [8.6324, 12.9926, 19.6644], [10.2742, 13.3167, 19.9868], [10.2153, 15.6290, 19.4713], [8.3909, 15.7416, 19.5341], [10.9293, 13.4515, 17.5226], [11.4610, 15.1933, 17.6927], [10.7663, 14.6730, 16.2581], [9.3265, 16.3820, 16.1178], [9.2628, 17.2265, 17.7659], [7.0769, 17.1370, 16.3123], [7.0066, 16.7934, 18.0440], [6.8510, 14.9849, 15.6928], [6.0182, 14.8460, 17.1069], [8.6961, 13.6888, 16.2755], [8.0702, 13.2477, 17.7416], [8.1647, 10.2621, 10.1047], [8.4256, 10.6712, 11.5381], [8.1264, 9.4995, 12.5421], [8.9219, 9.5727, 13.8930], [10.3370, 8.9590, 13.7850], [8.1145, 8.8029, 14.9103], [6.9839, 9.6674, 15.3800], [7.4887, 11.1194, 15.2100], [8.9092, 10.9362, 14.5856], [8.6466, 10.9511, 9.4110], [7.0872, 10.1484, 9.9852], [8.5482, 9.2787, 9.8328], [7.7988, 11.5189, 11.8150], [9.4148, 11.1050, 11.6844], [8.4335, 8.5342, 12.1397], [7.0557, 9.4308, 12.7341], [10.2745, 7.9661, 13.3396], [10.8208, 9.0408, 14.7583], [10.8295, 9.6358, 13.0868], [8.7527, 8.4463, 15.7188], [7.6649, 7.9308, 14.4354], [6.7256, 9.4591, 16.4183], [6.0471, 9.4913, 14.8514], [7.5183, 11.5864, 16.1944], [6.8689, 11.7530, 14.5756], [9.7195, 10.9168, 15.3144], [9.2642, 11.6879, 13.8806], [12.8372, 17.4272, 10.2838], [12.2238, 16.0111, 10.3813], [11.2239, 15.6794, 9.2375], [10.5672, 14.2941, 9.3960], [11.5886, 13.2283, 9.1612], [9.4287, 14.0019, 8.3780], [8.1713, 14.7115, 8.8820], [8.4606, 15.0324, 10.3044], [9.7191, 14.2449, 10.6901], [13.3624, 17.4307, 9.3287], [13.5888, 17.6601, 11.0381], [12.0006, 18.1175, 10.3914], [11.8330, 15.8642, 11.3882], [13.0612, 15.3162, 10.4444], [11.8201, 15.7241, 8.3262], [10.5252, 16.4900, 9.0307], [11.9083, 13.3268, 8.1238], [11.0737, 12.3223, 9.4809], [12.4648, 13.3149, 9.8038], [9.1869, 12.9391, 8.3686], [9.6750, 14.3292, 7.3680], [7.3789, 13.9712, 8.7709], [7.9038, 15.6136, 8.3319], [7.7153, 14.7161, 11.0342], [8.5502, 16.1024, 10.4922], [9.5970, 13.1640, 10.7584], [10.2998, 14.5136, 11.5725], [10.8997, 10.1843, 18.5457], [11.7697, 11.6319, 19.2123], [10.1863, 10.0418, 20.2621], [9.9508, 8.6693, 18.1141], [11.6464, 10.3612, 16.8999], [12.2487, 9.1011, 19.0457], [9.4383, 11.1792, 18.0748]],
  "lowdin_charge": [-0.269, -0.072, -0.199, -0.091, -0.211, -0.003, -0.040, -0.165, -0.160, -0.090, 0.063, 0.084, 0.036, 0.102, 0.098, 0.092, 0.088, 0.113, 0.116, 0.113, 0.135, 0.117, 0.121, 0.110, 0.129, 0.129, 0.139, 0.123, -0.091, -0.234, -0.086, -0.226, -0.012, -0.149, -0.177, -0.174, -0.084, 0.094, 0.090, 0.089, 0.102, 0.119, 0.134, 0.132, 0.064, 0.065, 0.097, 0.149, 0.150, 0.115, 0.148, 0.101, 0.132, 0.066, 0.135, -0.081, -0.244, -0.052, -0.221, 0.014, -0.062, -0.174, -0.155, -0.096, 0.095, 0.083, 0.078, 0.098, 0.091, 0.128, 0.132, 0.089, 0.105, 0.067, 0.129, 0.135, 0.131, 0.121, 0.114, 0.129, 0.113, 0.103, -0.082, -0.234, -0.053, -0.221, 0.042, -0.130, -0.137, -0.109, -0.117, 0.053, 0.094, 0.084, 0.105, 0.071, 0.127, 0.134, 0.115, 0.099, 0.066, 0.133, 0.140, 0.132, 0.117, 0.086, 0.111, 0.097, 0.045, -0.070, -0.234, -0.084, -0.231, 0.018, -0.081, -0.144, -0.152, -0.091, 0.086, 0.055, 0.086, 0.086, 0.091, 0.136, 0.139, 0.122, 0.099, 0.077, 0.114, 0.145, 0.127, 0.129, 0.124, 0.123, 0.096, 0.059, 0.999, -0.300, -0.308, -0.306, -0.316, -0.281, -0.305],
  "gap_ev": 9.1,
  "homo_ev": -15.026,
  "total_charge": 3
}